Entry 1:
{
  "formula": "C31H38N2P2Si2Te4Zr",
  "method": "ωB97M-V with the def2-TZVPD basis set",
  "symbols": ["Zr", "C", "Si", "C", "C", "N", "P", "C", "P", "N", "Si", "C", "C", "C", "C", "C", "C", "C", "C", "C", "C", "C", "C", "C", "C", "C", "C", "C", "C", "C", "C", "C", "C", "C", "C", "C", "C", "C", "H", "H", "H", "H", "H", "H", "H", "H", "H", "H", "H", "H", "H", "H", "H", "H", "H", "H", "H", "H", "H", "H", "H", "H", "H", "H", "H", "H", "H", "H", "H", "H", "H", "H", "H", "H", "H", "H", "Te", "Te", "Te", "Te"],
  "xyz": [[-0.104, -1.979, -0.963], [-2.950, -3.648, 2.007], [-3.330, -2.321, 0.755], [-4.258, -3.065, -0.685], [-4.565, -1.103, 1.469], [-1.856, -1.507, 0.276], [-1.062, -0.332, 1.113], [0.480, -0.411, 0.509], [1.615, 0.218, -0.537], [1.323, -0.590, -1.932], [1.596, -0.040, -3.564], [2.973, 1.231, -3.669], [0.049, 0.772, -4.270], [2.128, -1.465, -4.649], [3.278, -0.177, 0.059], [3.566, 0.006, 1.409], [4.818, -0.317, 1.907], [5.788, -0.836, 1.058], [5.501, -1.036, -0.284], [4.249, -0.707, -0.783], [1.568, 2.009, -0.761], [2.609, 2.851, -0.386], [2.499, 4.220, -0.598], [1.360, 4.744, -1.188], [0.319, 3.905, -1.566], [0.421, 2.542, -1.349], [-1.105, -0.669, 2.900], [-2.041, -0.125, 3.775], [-2.045, -0.495, 5.113], [-1.113, -1.407, 5.586], [-0.160, -1.936, 4.725], [-0.153, -1.561, 3.392], [-1.868, 1.270, 0.898], [-2.788, 1.456, -0.129], [-3.303, 2.720, -0.380], [-2.899, 3.801, 0.392], [-1.975, 3.621, 1.412], [-1.457, 2.360, 1.662], [-3.820, -4.292, 2.160], [-2.672, -3.218, 2.973], [-2.117, -4.270, 1.667], [-5.282, -3.241, -0.342], [-3.879, -4.023, -1.040], [-4.303, -2.379, -1.534], [-5.433, -1.643, 1.856], [-4.919, -0.420, 0.693], [-4.163, -0.504, 2.284], [2.697, 2.199, -3.244], [3.227, 1.390, -4.720], [3.880, 0.890, -3.163], [0.158, 1.858, -4.312], [-0.836, 0.551, -3.668], [-0.137, 0.415, -5.286], [3.209, -1.614, -4.590], [1.878, -1.256, -5.692], [1.638, -2.397, -4.374], [2.789, 0.378, 2.070], [5.034, -0.179, 2.959], [6.763, -1.097, 1.449], [6.250, -1.459, -0.941], [4.009, -0.899, -1.821], [3.508, 2.439, 0.054], [3.310, 4.875, -0.308], [1.282, 5.811, -1.358], [-0.572, 4.314, -2.026], [-0.389, 1.884, -1.640], [-2.762, 0.598, 3.416], [-2.776, -0.067, 5.787], [-1.123, -1.696, 6.629], [0.579, -2.636, 5.093], [0.600, -1.945, 2.714], [-3.089, 0.610, -0.736], [-4.021, 2.860, -1.178], [-3.303, 4.786, 0.196], [-1.652, 4.465, 2.008], [-0.725, 2.222, 2.451], [-1.605, -2.346, -3.511], [-1.325, -4.626, -2.049], [1.401, -4.512, -2.126], [1.586, -3.827, 0.476]],
  "forces_ev_per_angstrom": [[0.3, 0.1, 0.0], [0.0, 0.0, 0.1], [-0.1, 0.0, 0.0], [0.0, 0.0, -0.1], [0.1, 0.1, 0.0], [0.2, 0.1, 0.1], [-0.1, -0.1, -0.1], [0.0, -0.1, -0.1], [-0.1, -0.3, 0.0], [0.0, 0.1, 0.2], [0.0, 0.0, -0.2], [0.1, 0.1, 0.1], [0.0, 0.0, 0.0], [0.0, -0.1, 0.0], [0.0, 0.1, 0.0], [0.0, 0.0, 0.0], [0.0, 0.0, 0.0], [0.0, 0.0, 0.0], [0.0, 0.0, 0.0], [-0.1, 0.0, 0.0], [-0.1, 0.0, -0.1], [0.0, 0.0, 0.0], [0.0, 0.0, 0.0], [0.0, 0.0, 0.0], [0.0, 0.0, 0.0], [0.0, 0.0, 0.0], [0.1, 0.0, 0.0], [0.0, 0.0, -0.1], [0.0, 0.0, 0.0], [0.0, 0.0, 0.0], [0.0, 0.0, 0.0], [0.0, 0.0, 0.0], [0.0, 0.0, 0.0], [0.0, 0.0, 0.0], [0.0, 0.0, 0.0], [0.0, 0.0, 0.0], [0.0, 0.0, 0.0], [0.0, 0.0, 0.0], [0.0, 0.0, 0.0], [0.0, 0.0, 0.0], [0.0, 0.0, 0.0], [0.0, 0.0, 0.0], [0.0, 0.0, 0.0], [0.0, 0.0, 0.0], [0.0, 0.0, 0.0], [0.0, 0.0, 0.0], [0.0, 0.0, 0.0], [0.0, 0.0, 0.0], [0.0, 0.0, 0.0], [0.0, 0.0, 0.0], [0.0, 0.0, 0.0], [0.0, 0.0, 0.0], [0.0, 0.0, 0.0], [0.0, 0.0, 0.0], [0.0, 0.0, 0.0], [0.0, 0.0, 0.0], [0.0, 0.0, 0.0], [0.0, 0.0, 0.0], [0.0, 0.0, 0.0], [0.0, 0.0, 0.0], [0.0, 0.0, 0.0], [0.0, 0.0, 0.0], [0.0, 0.0, 0.0], [0.0, 0.0, 0.0], [0.0, 0.0, 0.0], [0.0, 0.0, 0.0], [0.0, 0.0, 0.0], [0.0, 0.0, 0.0], [0.0, 0.0, 0.0], [0.0, 0.0, 0.0], [0.0, 0.0, 0.0], [0.0, 0.0, 0.0], [0.0, 0.0, 0.0], [0.0, 0.0, 0.0], [0.0, 0.0, 0.0], [0.0, 0.0, 0.0], [0.0, 0.0, 0.1], [0.0, 0.2, -0.1], [0.0, -0.1, 0.0], [0.0, 0.0, 0.0]],
  "total_charge": 0,
  "relative_energy_kj_mol": 16.49,
  "homo_lumo_gap_ev": 6.50
}

---

Entry 2:
{
  "formula": "C5H2S",
  "method": "ωB97M-V with the def2-TZVPD basis set",
  "symbols": ["C", "C", "C", "S", "C", "C", "H", "H"],
  "xyz": [[-2.241, -1.303, -0.003], [-1.224, -0.676, 0.004], [-0.007, 0.086, 0.000], [0.024, 1.718, 0.000], [1.203, -0.699, -0.003], [2.210, -1.358, -0.002], [-3.136, -1.869, 0.004], [3.101, -1.915, 0.020]],
  "forces_ev_per_angstrom": [[-0.2, -0.2, 0.0], [0.5, 0.5, 0.0], [0.3, 0.0, 0.0], [-0.1, -0.4, 0.0], [0.1, -0.1, 0.0], [-0.9, 0.6, 0.0], [-0.1, -0.1, 0.0], [0.5, -0.3, 0.0]],
  "total_charge": 0,
  "relative_energy_kj_mol": 20.67,
  "homo_lumo_gap_ev": 7.74,
  "smiles": "C#CC(=S)C#C"
}

---

Entry 3:
{
  "formula": "C33H98N32O17",
  "method": "ωB97M-V with the def2-TZVPD basis set",
  "symbols": ["C", "C", "C", "C", "C", "C", "N", "O", "C", "C", "C", "H", "H", "H", "H", "H", "H", "H", "H", "H", "H", "H", "H", "H", "H", "H", "H", "H", "H", "H", "C", "C", "C", "C", "C", "C", "N", "O", "C", "C", "C", "H", "H", "H", "H", "H", "H", "H", "H", "H", "H", "H", "H", "H", "H", "H", "H", "H", "H", "H", "C", "O", "N", "N", "H", "H", "H", "H", "C", "O", "N", "N", "H", "H", "H", "H", "C", "O", "N", "N", "H", "H", "H", "H", "C", "O", "N", "N", "H", "H", "H", "H", "C", "O", "N", "N", "H", "H", "H", "H", "C", "O", "N", "N", "H", "H", "H", "H", "C", "O", "N", "N", "H", "H", "H", "H", "C", "O", "N", "N", "H", "H", "H", "H", "C", "O", "N", "N", "H", "H", "H", "H", "C", "O", "N", "N", "H", "H", "H", "H", "C", "O", "N", "N", "H", "H", "H", "H", "C", "O", "N", "N", "H", "H", "H", "H", "C", "O", "N", "N", "H", "H", "H", "H", "C", "O", "N", "N", "H", "H", "H", "H", "C", "O", "N", "N", "H", "H", "H", "H"],
  "xyz": [[19.978, 10.522, -12.451], [18.993, 11.694, -12.110], [18.356, 11.387, -10.679], [17.770, 12.570, -9.958], [18.740, 13.711, -9.954], [19.193, 14.134, -11.404], [19.797, 12.965, -12.064], [20.636, 13.306, -13.124], [18.032, 14.813, -12.276], [20.290, 15.231, -11.019], [17.785, 11.723, -13.111], [20.086, 10.570, -13.534], [19.709, 9.476, -12.300], [20.811, 10.633, -11.757], [17.692, 10.525, -10.727], [19.028, 10.936, -9.949], [17.607, 12.220, -8.939], [16.781, 12.888, -10.287], [19.583, 13.513, -9.292], [18.072, 14.530, -9.685], [17.947, 14.413, -13.286], [17.054, 14.461, -11.948], [18.106, 15.886, -12.098], [20.253, 16.005, -11.786], [20.080, 15.570, -10.005], [21.245, 14.742, -10.830], [17.339, 10.732, -13.195], [18.130, 12.018, -14.102], [16.968, 12.417, -12.914], [19.994, 13.426, -13.828], [15.703, 7.205, -14.263], [17.081, 6.677, -13.835], [16.941, 5.153, -13.260], [16.673, 4.131, -14.261], [17.666, 4.082, -15.440], [17.917, 5.504, -16.068], [17.978, 6.631, -15.049], [18.181, 7.933, -15.555], [19.405, 5.423, -16.672], [16.806, 5.703, -17.066], [17.557, 7.593, -12.738], [15.749, 8.209, -14.684], [14.971, 7.193, -13.456], [15.186, 6.584, -14.994], [17.875, 4.883, -12.767], [16.169, 5.110, -12.491], [15.698, 4.399, -14.665], [16.565, 3.182, -13.735], [17.175, 3.489, -16.212], [18.590, 3.550, -15.213], [19.439, 4.666, -17.455], [19.510, 6.411, -17.120], [20.234, 5.235, -15.990], [16.834, 6.698, -17.511], [16.913, 5.094, -17.964], [15.868, 5.500, -16.549], [17.730, 8.606, -13.102], [18.535, 7.240, -12.409], [16.839, 7.638, -11.920], [17.353, 8.144, -15.994], [21.477, 2.877, -14.356], [21.328, 1.688, -14.614], [22.184, 3.740, -15.023], [20.858, 3.315, -13.231], [22.353, 4.613, -14.544], [22.321, 3.529, -16.001], [21.114, 4.284, -13.109], [20.306, 2.739, -12.612], [16.169, 8.443, -9.271], [15.462, 9.408, -9.535], [17.354, 8.607, -8.777], [15.910, 7.274, -9.497], [17.811, 7.829, -8.323], [17.395, 9.572, -8.484], [16.602, 6.619, -9.162], [14.925, 7.053, -9.470], [20.342, 3.328, -20.759], [19.627, 4.138, -20.087], [19.970, 2.702, -21.850], [21.583, 3.073, -20.484], [20.693, 2.184, -22.329], [19.054, 2.961, -22.188], [22.115, 2.387, -21.000], [21.952, 3.507, -19.650], [21.193, 4.602, -9.913], [20.981, 4.128, -8.829], [20.306, 5.379, -10.485], [22.245, 4.464, -10.640], [19.470, 5.580, -9.955], [20.541, 6.101, -11.152], [22.959, 3.772, -10.461], [22.111, 4.716, -11.609], [21.733, 7.110, -13.459], [21.618, 5.904, -13.225], [22.488, 7.923, -12.868], [20.982, 7.717, -14.297], [23.194, 7.483, -12.296], [22.330, 8.921, -12.865], [20.302, 7.179, -14.815], [21.067, 8.680, -14.591], [17.581, 10.595, -17.975], [16.503, 10.120, -17.932], [18.334, 10.751, -16.857], [18.048, 11.223, -19.003], [17.874, 10.479, -16.000], [18.994, 11.513, -16.915], [19.056, 11.153, -19.032], [17.482, 11.416, -19.817], [15.756, 0.332, -15.061], [14.936, 0.455, -14.112], [15.512, 0.095, -16.277], [17.028, 0.330, -14.989], [14.582, 0.320, -16.600], [16.291, 0.018, -16.915], [17.630, 0.536, -15.774], [17.243, 0.636, -14.051], [17.131, 5.422, -22.095], [18.093, 6.118, -22.398], [16.020, 5.281, -22.762], [16.983, 4.735, -20.966], [15.313, 4.634, -22.444], [15.874, 5.806, -23.613], [16.200, 4.097, -20.958], [17.773, 4.577, -20.356], [14.174, 3.524, -18.228], [13.763, 3.932, -17.187], [14.296, 2.248, -18.468], [14.442, 4.240, -19.269], [13.814, 1.557, -17.911], [14.652, 2.049, -19.392], [14.429, 5.244, -19.157], [14.608, 3.906, -20.207], [19.762, 8.711, -20.588], [20.329, 9.694, -20.177], [19.714, 8.360, -21.876], [18.925, 7.936, -19.955], [20.392, 8.695, -22.544], [19.074, 7.605, -22.079], [18.796, 7.960, -18.953], [18.423, 7.233, -20.479], [13.317, 10.095, -15.550], [13.437, 11.324, -15.767], [12.705, 9.642, -14.478], [13.881, 9.155, -16.318], [12.490, 8.687, -14.229], [12.086, 10.281, -14.000], [14.374, 9.535, -17.113], [13.585, 8.198, -16.183], [18.787, 1.237, -17.711], [18.312, 0.189, -17.524], [19.839, 1.739, -17.059], [18.242, 1.956, -18.628], [20.217, 2.582, -17.468], [20.247, 1.418, -16.193], [17.501, 1.512, -19.151], [18.857, 2.644, -19.039], [15.678, 2.875, -10.431], [14.578, 3.253, -10.067], [16.882, 3.419, -10.081], [15.950, 1.860, -11.294], [16.879, 4.170, -9.405], [17.663, 3.229, -10.694], [15.256, 1.126, -11.302], [16.877, 1.756, -11.681], [22.301, 5.272, -18.294], [22.203, 4.134, -17.968], [21.495, 6.022, -19.062], [23.263, 6.092, -17.879], [21.760, 6.974, -19.273], [20.630, 5.611, -19.382], [23.064, 7.071, -17.733], [23.799, 5.722, -17.107], [12.598, 2.914, -13.390], [12.151, 4.063, -13.080], [12.462, 1.763, -12.795], [13.283, 2.601, -14.484], [11.851, 1.644, -12.000], [12.917, 0.969, -13.222], [13.338, 3.373, -15.133], [14.032, 1.945, -14.317]],
  "forces_ev_per_angstrom": [[-0.8, 0.6, 0.0], [-0.8, -0.6, 0.8], [0.6, -0.4, -0.6], [-0.3, -0.9, 0.3], [-1.6, 0.3, -1.8], [0.5, 0.4, 0.7], [-0.3, -0.7, 2.9], [-0.9, -0.6, -0.4], [0.3, -1.2, 1.6], [-0.8, -1.4, -0.5], [0.7, 0.0, -0.2], [1.2, 0.2, 0.0], [-1.2, 0.2, 0.4], [0.6, 0.4, -0.8], [-0.6, 0.3, -0.8], [1.2, 0.3, -0.3], [-0.2, 0.2, 0.3], [0.0, -0.1, -0.4], [0.0, 0.3, -0.1], [0.8, 0.6, 0.8], [0.9, 0.8, -0.4], [-0.1, 0.2, 0.7], [-0.3, 0.0, -0.8], [0.7, 0.1, 0.4], [-0.5, 0.7, -0.3], [0.2, 0.1, -0.9], [0.1, 0.0, 0.0], [0.2, -0.1, -0.3], [0.2, 0.0, 0.6], [0.2, 0.4, -0.9], [-0.8, -0.5, -0.1], [-1.5, -2.0, -0.9], [1.3, 2.6, 0.7], [-0.6, -0.4, -1.6], [-0.6, 0.6, 0.8], [2.1, -0.7, 1.0], [0.8, -1.4, 2.1], [0.0, -0.8, -0.4], [-2.2, 0.9, -0.5], [0.4, 0.6, -0.8], [1.1, 0.1, -0.3], [0.0, 0.1, 0.2], [0.3, 0.3, 0.4], [0.3, -0.2, -0.3], [0.4, 0.4, 0.2], [-0.1, 0.4, 0.0], [-0.3, -0.5, -0.2], [-0.1, -0.3, -0.3], [0.1, 0.0, -0.3], [0.1, 0.3, 0.3], [-0.1, 0.1, -0.1], [0.6, 0.0, -0.3], [-0.5, 0.0, 0.4], [-0.3, 0.5, 0.3], [0.0, -0.6, 0.2], [-0.1, 0.1, -0.5], [-0.2, 0.0, -0.1], [0.1, -0.1, 0.4], [0.1, -0.2, 0.0], [-0.4, 0.5, -0.5], [-2.4, -3.3, 2.9], [0.1, -1.1, -1.7], [1.3, 1.3, -1.1], [0.7, 1.7, -0.2], [0.0, 0.3, -0.8], [0.5, 0.5, 0.1], [-1.3, -0.1, 1.0], [0.5, 0.1, -0.4], [-0.6, 7.6, -0.2], [-0.9, 0.7, -0.1], [4.0, 1.9, 1.7], [-3.2, -9.6, -1.6], [0.2, 0.8, 0.3], [1.1, -0.2, 0.5], [-0.8, -0.5, -0.3], [0.2, -0.7, -0.4], [-0.9, 2.0, 0.8], [0.5, -1.3, -0.7], [-2.0, -0.5, -1.3], [2.6, -0.1, 1.4], [-0.9, 0.1, -0.5], [0.4, -0.5, -0.6], [0.0, 0.3, 0.4], [0.4, -0.4, 0.3], [-0.9, -0.3, 2.3], [-0.1, -1.3, 2.0], [-3.8, 2.9, -1.6], [4.2, -0.8, -2.8], [0.3, -0.1, 0.0], [0.2, -0.4, -0.1], [-0.4, 0.1, 0.3], [0.5, 0.0, 0.1], [-2.4, -2.2, -0.9], [0.9, -0.8, 0.3], [5.1, 2.5, 4.1], [-3.6, 1.1, -4.3], [0.0, 0.7, 0.3], [0.3, -0.3, 0.0], [-0.4, 0.0, 0.2], [0.2, -0.2, 0.3], [-0.1, 1.4, 2.2], [-4.1, -2.8, 0.2], [1.2, -0.4, 0.6], [2.4, 1.6, -2.8], [0.4, 0.3, 0.0], [-0.2, -0.2, 0.7], [0.0, 0.4, -1.1], [0.3, -0.5, 0.2], [-2.7, 0.0, 3.2], [1.1, -0.2, -0.9], [-4.5, -0.8, -6.1], [5.2, 1.1, 4.7], [0.3, -0.5, -0.2], [-0.4, 0.0, -0.4], [0.2, -0.3, 0.2], [1.3, -0.1, -0.1], [1.1, 0.5, 1.1], [-0.1, -0.1, -0.2], [-2.7, 0.4, -3.5], [0.6, -1.2, 2.1], [0.1, 0.5, -0.5], [-0.1, -0.2, 0.1], [0.8, 0.2, 0.6], [0.3, -0.2, 0.0], [-1.4, -1.0, 1.6], [-0.5, 1.7, 2.4], [0.9, -3.9, -1.2], [1.2, 4.1, -3.5], [0.2, 0.4, -0.3], [-0.3, -0.9, 0.4], [0.0, -0.1, -0.1], [-0.4, -0.1, 0.7], [-0.3, 1.3, -2.0], [1.6, 1.0, 1.4], [0.8, -0.1, -2.1], [-2.1, -2.2, 3.3], [-0.4, 0.0, 0.2], [0.6, 0.0, -0.9], [0.0, 0.3, -0.2], [0.1, 0.0, 0.4], [1.1, 3.0, -1.1], [-0.3, -1.8, 0.1], [-2.3, -0.6, 3.0], [0.3, -0.3, -0.6], [0.4, 0.0, -0.6], [0.4, 0.2, -0.1], [0.1, -0.6, -0.1], [0.4, 0.2, -0.6], [2.8, 1.6, 1.2], [-2.8, -6.8, 2.6], [0.8, 1.3, -0.5], [-1.0, 3.8, -3.5], [0.2, 0.1, 0.5], [0.2, -0.4, 0.1], [0.5, 0.1, -0.1], [-0.8, 0.5, -0.5], [0.4, 0.5, -0.3], [0.7, -0.5, 0.3], [0.1, 1.1, 0.8], [-1.3, -0.8, -0.5], [0.3, -0.1, -0.5], [0.1, 0.4, 0.7], [0.3, 0.0, -0.8], [-0.5, -0.5, 0.3], [-0.9, 4.6, -0.8], [-0.5, -3.7, 0.4], [-1.4, -0.8, -1.0], [3.3, 0.8, 2.4], [-0.4, -0.4, -0.1], [-0.1, 0.2, -0.3], [-0.1, -0.2, -0.3], [0.3, 0.0, -0.1], [-1.3, 3.7, 0.2], [0.7, -2.9, -0.6], [-1.7, -2.6, 3.8], [1.0, 2.3, -3.0], [0.4, 0.1, 0.0], [-0.4, 0.0, 0.3], [0.8, -0.2, -0.2], [0.3, 0.0, -0.7]],
  "total_charge": 0,
  "relative_energy_kj_mol": 0.00,
  "homo_lumo_gap_ev": 7.41
}

---

Computed values of E_LUMO (unit: Eh) for the preceding records, in sequence: -0.0209, -0.0540, -0.0308.
Computed values of E (unit: Ha) for the preceding records, in sequence: -3694.7270, -589.7499, -4347.7086.
Computed values of HOMO level (unit: eV) for the preceding records, in sequence: -7.07, -9.21, -8.25.